w) Density functional theory data (ωB97M-V/def2-TZVPD) for a cluster of 9 separate species, C26H54N2O25S3 in total.

Calculated values
total charge: 0

Last columns: bonded neighbours and bond lengths (Å).
Cartesian coordinates (Å):
1 C -0.3731 1.4858 0.5715  N2 1.529, H8 0.984, H9 1.251, H10 1.187
2 N 0.5269 1.1878 -0.6285  C1 1.529, C3 1.554, C4 1.448, C5 1.504
3 C 1.2009 2.5608 -0.9005  N2 1.554, H11 1.028, H12 1.175, H13 1.015
4 C 1.4419 0.1648 -0.1675  N2 1.448, H14 1.153, H15 1.065, H16 1.063
5 C -0.1271 0.7268 -1.9025  N2 1.504, C6 1.511, H17 1.193, H18 1.021
6 C -0.9961 -0.5022 -1.7665  C5 1.511, O7 1.372, H19 0.986, H20 1.014
7 O -1.6451 -0.7102 -2.9575  C6 1.372, H21 1.004
8 H -0.0481 1.7918 1.4485  C1 0.984
9 H -0.9981 0.4408 0.8595  C1 1.251
10 H -1.2231 2.3128 0.5135  C1 1.187
11 H 0.5779 3.1878 -1.4255  C3 1.028
12 H 2.0239 2.6478 -1.7345  C3 1.175
13 H 1.6939 2.8438 -0.0595  C3 1.015
14 H 2.1119 0.5388 0.6925  C4 1.153
15 H 2.1469 0.1268 -0.9645  C4 1.065
16 H 1.0229 -0.7462 0.1845  C4 1.063
17 H 0.5719 0.7398 -2.8695  C5 1.193
18 H -0.6401 1.5458 -2.2305  C5 1.021
19 H -1.6641 -0.4392 -1.0435  C6 0.986
20 H -0.4761 -1.3422 -1.5375  C6 1.014
21 H -2.1461 0.1568 -2.8815  O7 1.004
22 N -1.3581 4.9298 0.1645  O23 1.287, O24 1.263, O25 1.258
23 O -1.4131 4.7098 -1.1025  N22 1.287
24 O -2.4341 4.9908 0.8235  N22 1.263
25 O -0.2421 4.9268 0.7455  N22 1.258
26 O -3.4781 1.3658 -3.9095  S27 1.455
27 S -4.7251 1.0318 -4.5805  O26 1.455, O28 1.474, O29 1.741, C32 1.793
28 O -4.7081 -0.1712 -5.4325  S27 1.474
29 O -5.8731 0.6928 -3.3165  S27 1.741, C30 1.373
30 C -5.2861 -0.2102 -2.4645  O29 1.373, C31 1.510, H33 1.160, H34 1.158
31 C -6.1881 -0.4202 -1.2715  C30 1.510, H35 1.123, H36 1.229, H37 1.111
32 C -5.3191 2.3988 -5.5765  S27 1.793, H38 1.071, H39 1.098, H40 1.126
33 H -4.3131 0.3018 -2.0935  C30 1.160
34 H -5.1511 -1.2132 -3.0265  C30 1.158
35 H -6.1321 0.4258 -0.5345  C31 1.123
36 H -5.9221 -1.5522 -0.8725  C31 1.229
37 H -7.2241 -0.4242 -1.6715  C31 1.111
38 H -4.7411 2.6168 -6.4515  C32 1.071
39 H -5.3531 3.3648 -5.0555  C32 1.098
40 H -6.3181 1.9818 -5.8875  C32 1.126
41 O 4.2429 -2.3712 -4.4585  S42 1.417
42 S 3.9369 -1.1102 -3.8885  O41 1.417, O43 1.473, O44 1.683, C47 1.713
43 O 2.5519 -0.6992 -3.6005  S42 1.473
44 O 4.4519 -1.1582 -2.2865  S42 1.683, C45 1.474
45 C 4.5189 -2.4772 -1.6325  O44 1.474, C46 1.515, H48 0.974, H49 1.047
46 C 4.7639 -2.2482 -0.1555  C45 1.515, H50 1.127, H51 1.119, H52 1.144
47 C 4.8609 0.1608 -4.5695  S42 1.713, H53 1.256, H54 1.168, H55 1.191
48 H 5.0869 -2.9752 -2.2475  C45 0.974
49 H 3.4849 -2.5732 -1.5005  C45 1.047
50 H 3.9599 -1.6552 0.3655  C46 1.127
51 H 5.8209 -1.8872 -0.2305  C46 1.119
52 H 4.7559 -3.1742 0.5155  C46 1.144
53 H 6.0219 -0.1712 -4.9165  C47 1.256
54 H 4.9169 1.0918 -3.8665  C47 1.168
55 H 4.1509 0.5068 -5.4605  C47 1.191
56 O 1.5479 -0.9192 2.7705  S57 1.430
57 S 1.1759 -0.1952 3.9465  O56 1.430, O58 1.448, O59 1.677, C62 1.809
58 O 1.7969 -0.5312 5.2105  S57 1.448
59 O 1.6499 1.3918 3.6835  S57 1.677, C60 1.410
60 C 3.0449 1.5558 3.8085  O59 1.410, C61 1.569, H63 1.093, H64 1.021
61 C 3.4169 3.0708 3.6435  C60 1.569, H65 1.034, H66 1.043, H67 1.078
62 C -0.6251 -0.0682 4.0615  S57 1.809, H68 1.043, H69 1.024, H70 0.987
63 H 3.7239 1.1188 3.0715  C60 1.093
64 H 3.3659 1.1338 4.6805  C60 1.021
65 H 4.3759 3.4298 3.4975  C61 1.034
66 H 2.7929 3.6918 4.2035  C61 1.043
67 H 3.1589 3.1888 2.6035  C61 1.078
68 H -0.8431 0.5648 4.8615  C62 1.043
69 H -1.1251 -0.9092 4.3645  C62 1.024
70 H -0.9711 0.1848 3.1725  C62 0.987
71 C 0.6729 -6.9172 -0.4275  C72 1.590, O76 1.442, H77 1.159, H78 1.224
72 C 2.1279 -6.4552 0.0155  C71 1.590, O73 1.357, H79 1.013, H80 1.116
73 O 2.1959 -5.1592 -0.3815  C72 1.357, C74 1.352
74 C 0.9429 -4.6652 -0.4975  O73 1.352, O75 1.238, O76 1.345
75 O 0.6639 -3.4632 -0.5955  C74 1.238
76 O 0.0259 -5.6422 -0.6185  C71 1.442, C74 1.345
77 H -0.0401 -7.4522 0.3135  C71 1.159
78 H 0.6589 -7.4352 -1.5365  C71 1.224
79 H 2.7429 -7.0652 -0.5095  C72 1.013
80 H 2.2279 -6.6272 1.1135  C72 1.116
81 C 7.4219 2.8678 -0.1885  C82 1.498, O86 1.416, H87 1.007, H88 1.215
82 C 7.0179 2.0708 -1.3905  C81 1.498, O83 1.400, H89 1.263, H90 1.150
83 O 5.7399 1.5658 -1.1215  C82 1.400, C84 1.415
84 C 5.4669 1.7778 0.2505  O83 1.415, O85 1.155, O86 1.316
85 O 4.4729 1.4988 0.7675  C84 1.155
86 O 6.3869 2.5838 0.7355  C81 1.416, C84 1.316
87 H 7.4619 3.8628 -0.3395  C81 1.007
88 H 8.5199 2.6478 0.2825  C81 1.215
89 H 7.8869 1.2048 -1.6905  C82 1.263
90 H 7.1679 2.7248 -2.3245  C82 1.150
91 C -3.9331 -2.5932 3.8535  C92 1.535, O96 1.371, H97 1.045, H98 1.019
92 C -5.1801 -2.1292 3.0885  C91 1.535, O93 1.413, H99 1.007, H100 1.217
93 O -4.6061 -1.6722 1.8815  C92 1.413, C94 1.321
94 C -3.3371 -2.0392 1.8695  O93 1.321, O95 1.310, O96 1.317
95 O -2.5521 -1.9242 0.8275  C94 1.310
96 O -2.9211 -2.6942 2.9335  C91 1.371, C94 1.317
97 H -4.2351 -3.4892 4.2975  C91 1.045
98 H -3.6241 -2.0422 4.6535  C91 1.019
99 H -5.7461 -1.5522 3.6895  C92 1.007
100 H -5.8791 -3.0812 2.7945  C92 1.217
101 C -4.5451 1.5568 3.7345  C102 1.492, O106 1.423, H107 1.172, H108 1.080
102 C -5.7471 2.0458 2.9985  C101 1.492, O103 1.359, H109 1.096, H110 1.097
103 O -5.4201 1.8698 1.6915  C102 1.359, C104 1.326
104 C -4.1721 1.4298 1.6095  O103 1.326, O105 1.262, O106 1.215
105 O -3.5341 1.0018 0.6085  C104 1.262
106 O -3.6361 1.2488 2.6845  C101 1.423, C104 1.215
107 H -4.6661 0.6698 4.4905  C101 1.172
108 H -4.1881 2.3718 4.3475  C101 1.080
109 H -6.0221 3.0658 3.2905  C102 1.096
110 H -6.6311 1.5988 3.4695  C102 1.097

x) Density functional theory data (ωB97M-V/def2-TZVPD) for a cluster of 9 separate species, C26H54N2O25S3 in total.

Calculated values
total charge: 0

Last columns: bonded neighbours and bond lengths (Å).
Cartesian coordinates (Å):
1 C -36.8850 1.5094 2.1028  N2 1.509, H8 1.206, H9 1.119, H10 1.233
2 N -38.2208 1.6329 1.4121  C1 1.509, C3 1.570, C4 1.554, C5 1.497
3 C -39.3717 1.6289 2.4806  N2 1.570, H11 1.129, H12 1.036, H13 0.994
4 C -38.1905 3.0039 0.6811  N2 1.554, H14 0.994, H15 0.970, H16 1.055
5 C -38.5381 0.4764 0.5161  N2 1.497, C6 1.604, H17 1.251, H18 1.106
6 C -37.5635 0.4103 -0.7561  C5 1.604, O7 1.423, H19 1.188, H20 0.976
7 O -37.9663 -0.4810 -1.7890  C6 1.423, H21 0.980
8 H -36.4947 2.4938 2.6809  C1 1.206
9 H -36.2971 1.0234 1.2848  C1 1.119
10 H -37.0777 0.8013 3.0933  C1 1.233
11 H -39.3005 0.7965 3.2406  C3 1.129
12 H -40.2937 1.7953 2.0386  C3 1.036
13 H -39.2752 2.2465 3.2529  C3 0.994
14 H -37.4275 3.2783 0.1063  C4 0.994
15 H -38.4114 3.8113 1.1720  C4 0.970
16 H -39.1007 2.9701 0.1493  C4 1.055
17 H -39.6501 0.7374 0.0050  C5 1.251
18 H -38.6063 -0.4198 1.1607  C5 1.106
19 H -36.4772 0.0986 -0.3911  C6 1.188
20 H -37.3054 1.2959 -1.0757  C6 0.976
21 H -38.9204 -0.3100 -1.9338  O7 0.980
22 N -40.6711 -2.0008 2.6040  O23 1.272, O24 1.284, O25 1.339
23 O -41.1835 -2.3243 3.7222  N22 1.272
24 O -41.0394 -0.9440 1.9740  N22 1.284
25 O -39.4213 -2.3840 2.3131  N22 1.339
26 O -44.2749 -4.6773 -2.0299  S27 1.423
27 S -45.1055 -5.2424 -1.0220  O26 1.423, O28 1.412, O29 1.631, C32 1.774
28 O -45.3768 -6.6246 -1.1145  S27 1.412
29 O -44.2881 -4.9577 0.3602  S27 1.631, C30 1.354
30 C -42.9421 -5.1019 0.4061  O29 1.354, C31 1.558, H33 1.143, H34 1.168
31 C -42.3105 -4.6370 1.7522  C30 1.558, H35 1.203, H36 1.164, H37 1.168
32 C -46.5564 -4.2413 -0.8258  S27 1.774, H38 1.029, H39 1.157, H40 1.145
33 H -42.4106 -4.3843 -0.3080  C30 1.143
34 H -42.6376 -6.1656 0.0311  C30 1.168
35 H -42.9683 -3.6849 2.0818  C31 1.203
36 H -41.1935 -4.3107 1.7189  C31 1.164
37 H -42.5784 -5.3553 2.6336  C31 1.168
38 H -47.2033 -4.5474 -0.0867  C32 1.029
39 H -47.2630 -4.1370 -1.7364  C32 1.157
40 H -46.4207 -3.1345 -0.5680  C32 1.145
41 O -37.9965 -9.2686 3.1553  S42 1.465
42 S -37.4886 -9.0037 4.5038  O41 1.465, O43 1.431, O44 1.685, C47 1.849
43 O -36.0829 -9.0938 4.7582  S42 1.431
44 O -37.9337 -7.3922 4.7117  S42 1.685, C45 1.514
45 C -37.3889 -6.3920 3.7139  O44 1.514, C46 1.548, H48 0.990, H49 1.014
46 C -38.2085 -5.1075 3.9845  C45 1.548, H50 0.856, H51 1.060, H52 1.164
47 C -38.3775 -9.8107 5.9098  S42 1.849, H53 1.210, H54 1.140, H55 0.996
48 H -37.5182 -6.7497 2.8000  C45 0.990
49 H -36.4389 -6.1101 3.9296  C45 1.014
50 H -37.8665 -4.6078 3.3788  C46 0.856
51 H -38.0357 -4.8729 5.0037  C46 1.060
52 H -39.3347 -5.2416 3.7241  C46 1.164
53 H -39.5646 -9.5902 5.9902  C47 1.210
54 H -37.8435 -9.2741 6.7619  C47 1.140
55 H -38.0528 -10.7335 5.7233  C47 0.996
56 O -41.1363 3.9721 4.0523  S57 1.436
57 S -42.4300 3.7546 3.4673  O56 1.436, O58 1.426, O59 1.681, C62 1.733
58 O -42.4786 3.2939 2.1181  S57 1.426
59 O -43.0887 2.5195 4.3974  S57 1.681, C60 1.389
60 C -42.3608 1.3501 4.5731  O59 1.389, C61 1.508, H63 1.095, H64 1.061
61 C -43.0506 0.5625 5.6580  C60 1.508, H65 1.119, H66 1.120, H67 1.149
62 C -43.4696 5.1211 3.7031  S57 1.733, H68 1.132, H69 1.086, H70 0.957
63 H -41.3146 1.5444 4.8327  C60 1.095
64 H -42.3246 0.7473 3.7010  C60 1.061
65 H -43.4274 1.3943 6.3046  C61 1.119
66 H -42.3624 -0.0911 6.2524  C61 1.120
67 H -43.8520 0.0303 5.0295  C61 1.149
68 H -44.5207 4.7086 3.7809  C62 1.132
69 H -43.3760 5.8724 2.9240  C62 1.086
70 H -43.2809 5.5791 4.5222  C62 0.957
71 C -39.2449 -4.3870 -0.3475  C72 1.463, O76 1.480, H77 1.082, H78 1.020
72 C -37.8835 -4.2588 -0.8673  C71 1.463, O73 1.415, H79 1.162, H80 1.094
73 O -37.8224 -5.2629 -1.8627  C72 1.415, C74 1.356
74 C -38.9403 -6.0291 -1.8952  O73 1.356, O75 1.166, O76 1.347
75 O -39.2766 -6.9207 -2.5666  C74 1.166
76 O -39.8558 -5.5492 -1.0313  C71 1.480, C74 1.347
77 H -39.7918 -3.4544 -0.3811  C71 1.082
78 H -39.3094 -4.6529 0.6354  C71 1.020
79 H -37.1219 -4.3931 0.0003  C72 1.162
80 H -37.7211 -3.2847 -1.3387  C72 1.094
81 C -43.4028 -1.2410 -2.1683  C82 1.524, O86 1.404, H87 1.091, H88 1.118
82 C -42.4587 -1.0563 -0.9859  C81 1.524, O83 1.400, H89 0.862, H90 1.068
83 O -41.1867 -1.0763 -1.5704  C82 1.400, C84 1.296
84 C -41.2475 -1.6488 -2.7316  O83 1.296, O85 1.185, O86 1.366
85 O -40.2442 -2.0143 -3.2461  C84 1.185
86 O -42.5470 -1.9430 -3.0317  C81 1.404, C84 1.366
87 H -43.6595 -0.6371 -3.0393  C81 1.091
88 H -44.3444 -1.7525 -1.8504  C81 1.118
89 H -42.5159 -1.7067 -0.4224  C82 0.862
90 H -42.2694 -0.0142 -0.8526  C82 1.068
91 C -41.9648 -5.6163 5.4361  C92 1.549, O96 1.376, H97 1.280, H98 1.080
92 C -42.2682 -4.9631 6.8073  C91 1.549, O93 1.491, H99 1.221, H100 1.035
93 O -41.7491 -6.0143 7.7292  C92 1.491, C94 1.265
94 C -41.2569 -6.9591 7.0462  O93 1.265, O95 1.184, O96 1.328
95 O -40.6447 -7.8843 7.4599  C94 1.184
96 O -41.4320 -6.8497 5.7345  C91 1.376, C94 1.328
97 H -40.9634 -5.0040 4.9246  C91 1.280
98 H -42.8234 -5.4972 4.7922  C91 1.080
99 H -43.4535 -4.6695 6.7905  C92 1.221
100 H -41.5944 -4.2167 7.0517  C92 1.035
101 C -39.0410 -1.5690 6.0472  C102 1.507, O106 1.413, H107 1.077, H108 0.911
102 C -37.6150 -1.7285 6.5083  C101 1.507, O103 1.389, H109 1.161, H110 1.141
103 O -37.6639 -1.1495 7.7699  C102 1.389, C104 1.356
104 C -38.8531 -0.5559 8.0367  O103 1.356, O105 1.256, O106 1.312
105 O -39.1013 0.1783 9.0254  C104 1.256
106 O -39.6766 -0.7940 7.0436  C101 1.413, C104 1.312
107 H -39.6808 -2.4104 5.8416  C101 1.077
108 H -38.9940 -1.1239 5.2536  C101 0.911
109 H -36.8300 -1.1588 5.8696  C102 1.161
110 H -37.2240 -2.8001 6.4949  C102 1.141

Which of them is least stable? Easy: x).

w) Density functional theory data (ωB97M-V/def2-TZVPD) for the ion C7H14N with charge +1.

Calculated values
total charge: +1
structure (SMILES): C=C(C)C/C(C)=[NH+]\C

Last columns: bonded neighbours and bond lengths (Å).
Cartesian coordinates (Å):
1 C 2.0930 0.6124 -1.9128  C2 1.335, H9 1.031, H10 1.123
2 C 0.9006 0.4872 -1.3261  C1 1.335, C3 1.520, C4 1.598
3 C -0.3021 1.0509 -2.0656  C2 1.520, H11 1.171, H12 1.142, H13 1.083
4 C 0.6557 -0.2738 0.0574  C2 1.598, C5 1.517, H14 1.159, H15 1.144
5 C -0.5257 -0.0175 0.9745  C4 1.517, C6 1.516, N7 1.313
6 C -1.1493 1.3609 0.8776  C5 1.516, H16 1.075, H17 1.119, H18 1.129
7 N -1.0298 -1.0174 1.6608  C5 1.313, C8 1.423, H19 0.945
8 C -0.3004 -2.2290 1.8146  N7 1.423, H20 1.049, H21 1.036, H22 1.151
9 H 2.1822 1.2172 -2.7429  C1 1.031
10 H 3.0966 0.2855 -1.5293  C1 1.123
11 H -0.6630 2.0824 -1.6443  C3 1.171
12 H -1.2400 0.4035 -2.1321  C3 1.142
13 H 0.0499 1.0937 -3.0887  C3 1.083
14 H 0.7619 -1.3982 -0.2009  C4 1.159
15 H 1.5440 -0.0649 0.7468  C4 1.144
16 H -0.5949 2.2400 1.1523  C6 1.075
17 H -1.9429 1.4140 1.6643  C6 1.119
18 H -1.5698 1.4267 -0.1687  C6 1.129
19 H -1.7609 -0.9374 2.2547  N7 0.945
20 H -0.3369 -2.5455 2.8144  C8 1.049
21 H -0.6863 -3.0044 1.2464  C8 1.036
22 H 0.8180 -2.1864 1.5478  C8 1.151

x) Density functional theory data (ωB97M-V/def2-TZVPD) for the ion C7H14N with charge +1.

Calculated values
total charge: +1
structure (SMILES): CC(C)[C@]1(C)CC1=[NH2+]

Last columns: bonded neighbours and bond lengths (Å).
Cartesian coordinates (Å):
1 C -0.1728 -0.7308 1.9063  C2 1.537, H9 1.052, H10 1.182, H11 1.125
2 C 0.4088 0.4352 1.0910  C1 1.537, C3 1.561, C4 1.761, H12 1.118
3 C -0.4002 1.7587 1.2672  C2 1.561, H13 1.116, H14 1.103, H15 1.129
4 C 0.0772 -0.0698 -0.5627  C2 1.761, C5 1.546, C6 1.589, C7 1.556
5 C 0.6854 1.0820 -1.3948  C4 1.546, H16 1.157, H17 1.048, H18 1.097
6 C -1.3086 -0.7829 -0.8750  C4 1.589, C7 1.393, H19 1.034, H20 1.110
7 C -0.1592 -1.3414 -1.4283  C4 1.556, C6 1.393, N8 1.288
8 N 0.2614 -2.1394 -2.3479  C7 1.288, H21 0.953, H22 1.037
9 H 0.3246 -1.6290 1.6796  C1 1.052
10 H -1.3357 -0.9173 1.8012  C1 1.182
11 H -0.1133 -0.5256 3.0105  C1 1.125
12 H 1.5243 0.4605 1.1544  C2 1.118
13 H 0.1057 2.3880 2.0375  C3 1.116
14 H -1.3793 1.4134 1.6401  C3 1.103
15 H -0.3525 2.4411 0.3696  C3 1.129
16 H 0.7135 2.0340 -0.7375  C5 1.157
17 H 1.6131 0.7933 -1.7865  C5 1.048
18 H -0.0107 1.3538 -2.1985  C5 1.097
19 H -1.9174 -1.1927 -0.1473  C6 1.034
20 H -2.0851 -0.2316 -1.4459  C6 1.110
21 H -0.3542 -2.6213 -2.8935  N8 0.953
22 H 1.2929 -2.0451 -2.4009  N8 1.037

Which of them is least stable? Easy: x).